Density functional theory data (ωB97M-V/def2-TZVPD) for 11 unconnected molecules or ions with the total composition C30H86N4O11 in a non-equilibrium geometry.

CARTESIAN COORDINATES (ANGSTROEM)
C (2.207, -1.288, -4.906)
C (2.000, 0.211, -5.147)
C (0.720, 0.778, -4.363)
O (-0.395, 0.095, -4.915)
C (-1.653, 0.392, -4.370)
N (3.229, 0.862, -4.709)
H (1.435, -1.849, -5.434)
H (2.133, -1.500, -3.840)
H (3.123, -1.714, -5.316)
H (1.884, 0.414, -6.212)
H (0.623, 1.845, -4.559)
H (0.673, 0.751, -3.274)
H (-1.595, 0.289, -3.286)
H (-2.445, -0.261, -4.739)
H (-1.777, 1.422, -4.704)
H (3.241, 0.791, -3.702)
H (3.249, 1.867, -4.807)
C (-2.948, -4.584, 0.397)
C (-1.952, -4.044, 1.354)
C (-2.531, -2.911, 2.266)
O (-2.822, -1.687, 1.510)
C (-3.314, -0.720, 2.397)
N (-1.559, -5.218, 2.143)
H (-3.448, -3.815, -0.191)
H (-3.728, -5.130, 0.928)
H (-2.532, -5.379, -0.222)
H (-1.078, -3.655, 0.832)
H (-1.841, -2.799, 3.103)
H (-3.465, -3.158, 2.771)
H (-2.596, -0.368, 3.138)
H (-4.189, -1.114, 2.914)
H (-3.664, 0.143, 1.831)
H (-2.286, -5.420, 2.815)
H (-0.741, -4.991, 2.691)
C (-1.020, 2.565, 2.045)
C (-0.384, 1.366, 1.298)
C (-1.032, 1.177, -0.103)
O (-0.188, 0.344, -0.908)
C (-0.403, -1.061, -0.707)
N (1.067, 1.653, 1.207)
H (-2.098, 2.442, 2.144)
H (-0.935, 3.464, 1.436)
H (-0.615, 2.687, 3.050)
H (-0.532, 0.461, 1.887)
H (-1.104, 2.114, -0.654)
H (-1.999, 0.681, -0.022)
H (0.255, -1.646, -1.349)
H (-1.437, -1.332, -0.922)
H (-0.158, -1.373, 0.308)
H (1.321, 0.903, 0.581)
H (1.282, 2.414, 0.578)
C (5.102, 1.474, -1.712)
C (3.613, 1.687, -1.275)
C (2.941, 3.012, -1.664)
O (1.600, 3.014, -1.225)
C (0.838, 4.088, -1.738)
N (2.879, 0.560, -1.810)
H (5.567, 0.615, -1.229)
H (5.724, 2.339, -1.485)
H (5.262, 1.306, -2.777)
H (3.564, 1.558, -0.194)
H (3.004, 2.997, -2.752)
H (3.463, 3.851, -1.205)
H (1.267, 5.052, -1.463)
H (-0.138, 4.074, -1.253)
H (0.690, 4.069, -2.817)
H (3.363, -0.301, -1.597)
H (2.050, 0.495, -1.237)
C (-5.974, -2.613, -2.404)
C (-4.464, -2.741, -2.656)
O (-4.111, -2.110, -3.834)
H (-6.270, -1.603, -2.120)
H (-6.276, -3.217, -1.548)
H (-6.507, -3.008, -3.269)
H (-4.277, -3.811, -2.745)
H (-3.822, -2.407, -1.840)
H (-3.322, -2.526, -4.190)
C (-4.053, 5.185, 1.943)
C (-3.503, 6.181, 2.929)
O (-3.893, 7.490, 2.719)
H (-3.907, 5.440, 0.894)
H (-5.087, 4.961, 2.207)
H (-3.503, 4.286, 2.221)
H (-2.423, 6.236, 3.063)
H (-3.800, 5.829, 3.917)
H (-3.518, 8.008, 3.435)
C (5.134, 2.294, 4.292)
C (4.227, 1.765, 3.164)
O (2.993, 2.497, 3.196)
H (5.566, 3.256, 4.013)
H (5.918, 1.542, 4.378)
H (4.562, 2.421, 5.211)
H (3.968, 0.716, 3.303)
H (4.708, 1.795, 2.186)
H (2.424, 2.033, 2.577)
C (0.173, -4.399, -4.755)
C (-1.095, -3.857, -4.024)
O (-2.107, -3.502, -4.980)
H (1.034, -4.492, -4.094)
H (0.402, -3.738, -5.591)
H (-0.105, -5.396, -5.097)
H (-0.954, -2.968, -3.409)
H (-1.566, -4.615, -3.397)
H (-1.617, -3.148, -5.727)
C (2.733, -3.372, -1.240)
C (3.096, -2.370, -0.087)
O (4.180, -1.631, -0.630)
H (3.563, -3.959, -1.633)
H (2.231, -2.782, -2.007)
H (2.020, -4.154, -0.981)
H (3.450, -2.917, 0.788)
H (2.317, -1.708, 0.291)
H (4.990, -2.096, -0.409)
C (-1.771, 2.940, 5.306)
C (-1.343, 4.435, 5.264)
O (-0.383, 4.668, 6.239)
H (-2.735, 2.837, 4.808)
H (-1.885, 2.676, 6.357)
H (-1.081, 2.197, 4.904)
H (-2.275, 4.971, 5.442)
H (-0.994, 4.751, 4.281)
H (0.358, 4.080, 6.077)
C (1.460, -1.939, 3.901)
C (1.684, -3.258, 3.129)
O (0.917, -4.257, 3.632)
H (2.166, -1.225, 3.476)
H (1.590, -1.943, 4.983)
H (0.473, -1.511, 3.726)
H (2.727, -3.573, 3.093)
H (1.387, -3.073, 2.096)
H (1.399, -4.572, 4.400)

Output
- ΔE to the lowest compared entry with this formula, charge and spin: 327.3 kJ/mol
- Kohn-Sham gap: 8.735 eV
- HOMO energy: -8.53 eV